Entry w
C10H13O3 | ωB97M-V/def2-TZVPD

Each line ends with the Löwdin charge.
Atoms and positions in Å:
H -2.91202 -1.81778 -1.15341  0.05
C 1.56163 -1.03752 -0.10376  -0.07
H -3.83312 -1.56411 0.07475  0.08
H -2.03626 1.93050 1.98706  0.06
H 3.87886 -2.19576 0.71910  0.04
O -0.39467 1.83682 -0.94471  -0.11
H 2.03917 2.79142 -0.41054  0.07
C 0.59632 1.18564 -0.59509  -0.53
H 1.48949 -2.06424 0.06136  0.07
C -2.95560 0.27957 -0.41293  -0.16
H -3.42778 1.10500 -0.96245  0.14
C 4.04625 -1.20856 0.35522  -0.11
H -4.42987 -0.94462 -1.58023  0.06
H 4.74153 -1.32014 -0.50168  0.06
C 2.93677 0.95789 0.07571  -0.11
O -1.97401 1.17792 1.49318  0.08
C 0.44924 -0.21880 -0.35825  -0.03
O -3.86960 0.02669 1.91037  0.08
H 3.87370 1.33359 0.42803  0.08
H 4.77006 -0.63808 1.06005  0.08
C -3.59549 -1.02820 -0.90137  -0.09
C -3.03297 0.34637 1.08262  -0.43
H -2.01979 0.33221 -0.77242  0.01
H -0.56192 -0.61277 -0.36837  0.07
C 2.78853 -0.41392 0.12154  -0.36
C 1.87156 1.76091 -0.30380  -0.04

Net charge: -1
Multiplicity: 1
Gap between HOMO and LUMO, eV: 5.907



Entry x
C10H13O3 | ωB97M-V/def2-TZVPD

Each line ends with the Löwdin charge.
Atoms and positions in Å:
C 0.83145 -0.87699 -1.35684  -0.11
C 0.11767 -1.65499 -0.40575  -0.37
H -2.44032 0.15506 -0.12440  0.09
H -0.48090 -3.39630 -1.48193  0.07
H 0.16946 3.37983 -0.95221  0.06
H -0.14323 0.84742 0.11330  0.13
C 2.62567 -0.44161 0.38965  -0.54
O -2.70067 0.70687 0.61751  0.04
H 0.41458 -0.64621 -2.31881  0.09
C 1.75398 -1.10593 1.29812  -0.06
O -2.07461 1.51734 2.46448  0.09
H 2.10026 -1.36540 2.28959  0.08
H 0.08156 -2.26148 1.66965  0.09
O 3.70767 0.14575 0.59653  -0.12
H -1.77841 -2.14436 -1.45350  0.05
C 2.02829 -0.35078 -0.94122  -0.07
H -1.30157 3.72935 -0.08906  0.08
H 0.32722 2.10234 1.24947  0.12
H -1.24467 2.49843 -1.37833  0.06
C -1.79436 1.52357 1.29435  -0.49
C 0.57567 -1.73430 0.88561  -0.12
H -1.23660 -3.21847 -0.03920  0.07
C -0.70652 2.90586 -0.53980  -0.10
H 2.65025 0.38038 -1.46488  0.09
C -0.96384 -2.58312 -0.90667  -0.10
C -0.51802 1.88777 0.58434  -0.15

Net charge: -1
Multiplicity: 1
Gap between HOMO and LUMO, eV: 6.130



Need the numbers? Relative energies in kcal/mol: entry w 18.8; entry x 0.0.